The following is a DFT calculation (wB97M-V/def2-TZVPD) of one molecule with the formula C5H11ClN2.

Values from the calculation:
Energy above the lowest of the compared OMol25 structures with the same formula, charge and spin in kJ/mol: 321.9
2S+1: 1
LUMO energy in Eh: 0.034
Charge: 0
SMILES: C[C@H](Cl)C1(N)CNC1

```
19
C5H11ClN2 (wB97M-V/def2-TZVPD)
C -1.795 1.232 0.650
C -0.997 0.357 -0.400
Cl -1.339 -1.391 -0.111
C 0.520 0.561 -0.210
N 0.525 1.925 -0.526
C 1.149 0.054 1.155
N 2.286 -0.702 0.400
C 1.349 -0.620 -0.798
H -2.903 0.732 0.715
H -1.506 1.084 1.573
H -1.982 2.286 0.385
H -1.417 0.668 -1.443
H 0.649 1.825 -1.609
H 1.605 2.298 -0.333
H 0.611 -0.605 1.776
H 1.770 0.837 1.589
H 2.505 -1.769 0.594
H 0.570 -1.375 -1.072
H 1.830 -0.399 -1.788
```